No. 1
13
Properties=species:S:1:pos:R:3:forces:R:3 method="wB97M-V/def2-TZVPD" e_tot_ha=-232.35965 homo_ev=-9.5 lumo_ev=1.075 smiles="C/C=C/CO" relative_energy_kcal_mol=54.0
C 2.143471 -0.166708 -0.291628 0.052 -1.920 -2.662
C 0.652311 -0.289162 -0.224284 0.587 1.829 2.411
C -0.119209 0.359302 0.651467 -4.545 -1.347 -0.868
C -1.799606 -0.086616 0.530614 0.187 0.833 1.900
O -2.299076 0.160445 -0.788363 -1.575 -2.605 1.976
H 2.586307 0.659233 0.185082 0.264 0.900 1.113
H 2.699660 -1.139686 -0.052299 -0.879 1.366 -0.213
H 2.300142 0.026402 -1.385294 0.484 -0.315 0.693
H 0.119486 -0.810771 -0.968401 -0.220 -1.278 -0.647
H -0.015792 1.210047 1.316079 0.862 -0.492 0.203
H -2.513151 0.451489 1.334922 1.924 -0.507 -1.648
H -2.019257 -1.162975 0.806039 0.879 0.963 -0.665
H -1.735292 0.788997 -1.113935 1.979 2.574 -1.594



No. 2
21
Properties=species:S:1:pos:R:3:forces:R:3 method="wB97M-V/def2-TZVPD" spin_multiplicity=3 e_tot_ha=-726.24289 homo_ev="-5.9 / -9.7" lumo_ev="0.846 / -1.569" relative_energy_kcal_mol=20.0
C -1.429102 -1.224552 0.239389 -0.778 -4.108 1.612
C -0.157531 -1.600160 0.948045 -1.061 -2.506 -1.128
C 3.204422 -0.690498 -0.143805 0.060 5.024 -0.448
C 2.746799 1.628280 -0.602761 -1.485 0.405 -0.395
C -3.371978 0.178540 -1.011860 -0.707 -1.211 0.363
N 2.447066 0.211162 -0.693049 2.233 -2.689 0.206
O -2.479938 2.159061 1.151357 1.496 0.045 1.262
S -1.667677 0.190975 -0.484953 0.588 3.259 -2.079
H -2.274550 -1.990681 0.210690 1.409 1.034 0.034
H 0.612084 -0.862810 0.990170 0.365 0.548 -0.122
H 0.231065 -2.566043 0.405574 -0.251 1.694 1.128
H -0.480659 -1.900515 1.947689 0.516 -0.094 0.185
H 4.109451 -0.361969 0.405193 -0.224 -0.355 -0.210
H 2.998652 -1.693599 -0.196068 -0.812 -2.280 -0.182
H -1.651956 2.115367 1.739509 -1.541 0.065 -1.128
H 3.668703 2.066646 -0.161180 -0.031 -1.028 -0.085
H 2.658490 2.074439 -1.696246 -0.468 -0.619 2.543
H 1.903719 1.770666 0.157779 0.770 1.555 -1.437
H -3.492502 0.191234 -2.124312 0.166 -0.014 1.061
H -3.820157 -0.775623 -0.555207 0.301 1.589 -0.798
H -3.754404 1.080082 -0.525962 -0.546 -0.314 -0.382



No. 3
48
Properties=species:S:1:pos:R:3:forces:R:3 method="wB97M-V/def2-TZVPD" e_tot_ha=-1239.89708 homo_ev=-11.0 lumo_ev=-5.423 charge=+1
C 6.223648 -2.659280 -1.398412 0.002 0.005 -0.045
O 5.867340 -1.263601 -1.309174 -1.550 0.255 -0.229
C 4.570725 -0.889841 -1.438027 0.676 -0.293 0.342
C 4.303653 0.493018 -1.265535 0.358 -0.260 0.006
C 3.013750 0.943072 -1.250933 -0.214 -0.055 0.020
C 1.902962 0.048027 -1.404899 0.151 0.130 -0.131
C 0.601288 0.549031 -1.172089 0.495 -0.289 -0.944
C -0.618192 -0.178716 -1.169920 -0.839 -0.341 0.498
C -1.831429 0.525526 -1.430670 0.420 0.024 0.108
C -3.042752 -0.133183 -1.475181 -0.002 0.106 -0.051
C -3.112326 -1.520106 -1.275241 0.112 0.238 -0.111
C -4.431325 -2.217579 -1.379846 -0.128 -0.222 -0.046
C -1.936914 -2.222826 -0.975645 0.199 -0.011 0.120
C -0.720621 -1.566115 -0.861481 -0.050 0.173 -0.367
C 2.211497 -1.296605 -1.786070 0.168 -0.218 0.411
C 3.505367 -1.782493 -1.726973 0.003 0.095 -0.055
H 7.309698 -2.651858 -1.286978 -0.263 -0.159 -0.045
H 5.762123 -3.242277 -0.586700 0.122 0.273 -0.224
H 5.943342 -3.084093 -2.374281 0.119 0.214 0.284
H 5.153043 1.155220 -1.105423 -0.249 -0.107 -0.079
H 2.811661 2.004772 -1.116797 0.068 -0.223 0.115
H 0.507980 1.635927 -1.158713 0.033 -0.155 0.196
H -1.775024 1.599391 -1.625263 -0.086 -0.307 0.082
H -3.964561 0.417585 -1.680958 0.355 -0.138 0.044
H -4.295531 -3.301110 -1.416241 -0.084 0.135 0.013
H -5.074116 -1.983056 -0.522230 0.152 0.000 -0.106
H -4.970513 -1.901511 -2.280375 0.120 -0.043 0.167
H -1.993849 -3.304797 -0.829614 0.058 0.386 0.108
H 0.164259 -2.115986 -0.539719 -0.332 0.134 -0.047
H 1.415284 -1.961143 -2.125491 0.298 0.215 0.198
H 3.712039 -2.844022 -1.894729 -0.151 0.516 -0.145
C 0.620025 0.831042 1.726598 0.672 0.066 0.312
N 1.704022 1.596239 1.840924 3.831 -1.621 -0.731
N 2.841735 1.842303 1.789355 -4.005 -0.011 0.270
C -0.635911 1.356219 2.139802 -1.909 1.040 0.484
C -1.739165 0.511831 2.473096 1.033 0.312 -0.366
C -2.958937 1.046952 2.837254 -0.455 1.000 0.034
C -3.118398 2.451264 2.861639 1.781 -0.862 -0.577
N -4.384840 3.035507 3.146150 -3.170 1.695 0.787
O -4.477414 4.286239 3.117237 0.399 -2.386 -0.003
O -5.364893 2.303266 3.408112 2.101 0.954 -0.553
C -2.039808 3.306601 2.558060 -0.550 -0.423 0.213
C -0.814212 2.763683 2.217089 -0.215 -0.570 0.038
H 0.746584 -0.252232 1.595543 0.487 0.703 0.103
H -1.594318 -0.571207 2.453136 -0.111 0.316 0.003
H -3.814241 0.426092 3.100226 0.274 0.116 -0.085
H -2.201771 4.380774 2.594658 0.074 -0.255 -0.001
H 0.019023 3.434040 2.004744 -0.198 -0.154 -0.015